(1)
{"formula": "C4H7ClN3", "method": "the ωB97M-V functional and the def2-TZVPD basis", "e_above_lowest_kj_mol": 247.3, "e_lumo_ha": -0.1809, "charge": 1, "homo_energy_ev": -15.0, "symbols": ["C", "C", "C", "C", "N", "N", "N", "Cl", "H", "H", "H", "H", "H", "H", "H"], "xyz": [[1.263, -1.487, 0.635], [0.941, -0.716, -0.417], [-1.676, 2.404, -2.576], [0.390, -1.121, 1.677], [-1.709, 1.474, -1.710], [-0.039, 0.124, -0.010], [-0.411, -0.083, 1.163], [-2.993, 3.539, -2.719], [1.944, -2.223, 0.494], [1.418, -0.620, -1.287], [-0.300, -1.824, 2.154], [1.144, -1.138, 2.469], [-2.627, 1.329, -1.303], [-0.877, 2.507, -3.208], [-0.763, 0.693, -0.803]], "forces_ev_per_angstrom": [[-1.383, 0.336, -3.008], [0.492, -0.487, 2.786], [-2.757, -0.491, 2.321], [-0.110, -1.205, 1.114], [0.182, -0.313, -0.348], [-2.488, 0.629, -1.541], [-0.734, 1.572, 1.500], [0.802, -0.663, -0.332], [2.082, -2.171, 0.510], [1.455, 0.326, -3.418], [-0.131, -0.424, -0.358], [-0.313, 1.690, 1.083], [-0.174, 0.476, 0.342], [1.963, 0.729, -1.424], [1.112, -0.002, 0.773]]}


(2)
{"formula": "C5H12O3", "method": "the ωB97M-V functional and the def2-TZVPD basis", "e_above_lowest_kj_mol": 335.6, "e_lumo_ha": 0.0240, "charge": 0, "smiles": "C=C/C=C/CO.O.O", "homo_energy_ev": -9.1, "symbols": ["C", "C", "C", "O", "C", "C", "H", "H", "H", "H", "H", "H", "H", "H", "H", "H", "O", "H", "H", "O"], "xyz": [[0.745, -1.070, 0.211], [1.965, -1.182, 0.816], [-1.339, 2.260, -0.145], [-0.152, 2.952, -0.577], [-1.040, 0.657, -0.366], [0.046, 0.279, 0.270], [0.084, -1.905, -0.046], [2.695, -0.317, 0.980], [2.384, -2.206, 0.957], [-1.472, 2.355, 0.949], [-2.094, 2.748, -0.748], [-0.034, 2.633, -1.503], [-1.713, 0.200, -1.120], [0.528, 0.951, 0.974], [0.973, -1.918, -2.873], [1.170, -0.702, -2.141], [0.469, -1.252, -2.463], [-0.397, -1.759, 1.969], [-1.473, -0.909, 2.599], [-1.347, -1.815, 2.257]], "forces_ev_per_angstrom": [[0.111, 1.466, 2.063], [0.141, -0.537, -1.241], [1.465, -1.999, -0.121], [0.099, -0.319, -0.511], [-1.896, 3.370, -0.760], [1.182, -2.075, -0.307], [0.705, 0.104, -0.024], [-1.542, -1.155, 0.098], [-0.177, 0.973, -0.165], [0.025, 0.590, -0.676], [-1.011, -0.734, 0.311], [0.120, 0.513, 1.012], [0.985, -0.369, 0.771], [-0.043, 0.290, -0.269], [0.635, -1.698, -1.055], [0.352, 0.876, 0.544], [-1.015, 0.810, 0.073], [-1.275, -0.315, 0.403], [-0.202, -0.647, -0.194], [1.341, 0.858, 0.050]]}


(3)
{"formula": "C8H15N2PS", "method": "the ωB97M-V functional and the def2-TZVPD basis", "e_above_lowest_kj_mol": 34.9, "e_lumo_ha": 0.0308, "charge": 0, "smiles": "C#C[C@H]1CSP(N(C)C)N(C)C1", "homo_energy_ev": -8.0, "symbols": ["C", "C", "C", "C", "C", "C", "C", "C", "N", "N", "P", "S", "H", "H", "H", "H", "H", "H", "H", "H", "H", "H", "H", "H", "H", "H", "H"], "xyz": [[-4.621, 0.262, -0.194], [-3.527, -0.066, 0.073], [-1.218, 0.556, -0.330], [-1.890, -1.842, -0.099], [-2.171, -0.458, 0.422], [-0.062, 2.086, 1.252], [2.462, -0.090, -1.566], [3.677, -0.698, 0.473], [-0.008, 0.855, 0.412], [2.416, -0.119, -0.059], [1.041, -0.343, 0.947], [-0.061, -2.097, 0.164], [-5.454, 0.659, -0.667], [-0.791, 0.219, -1.209], [-1.842, 1.531, -0.652], [-2.527, -2.561, 0.450], [-1.937, -1.984, -1.130], [-2.121, -0.507, 1.572], [0.959, 2.048, 1.627], [-0.168, 2.878, 0.598], [-0.926, 2.241, 1.862], [2.571, -1.029, -1.939], [1.473, 0.414, -1.794], [3.169, 0.665, -1.765], [4.407, -0.081, -0.016], [3.542, -0.752, 1.482], [3.608, -1.788, 0.086]], "forces_ev_per_angstrom": [[-1.824, 0.774, -0.921], [2.300, -1.030, 1.107], [-1.245, 2.449, 1.816], [1.150, -0.169, 2.341], [-0.569, 0.681, -0.297], [1.332, -2.213, -1.008], [-3.476, 3.641, 3.663], [-2.657, -1.896, -4.027], [-1.558, 1.338, 0.740], [-0.510, -0.562, -0.215], [0.578, -0.134, -0.468], [0.431, -0.784, 0.210], [-1.166, 0.274, -0.155], [-0.259, -1.592, -2.233], [1.593, -1.917, 1.115], [0.756, 0.046, -0.335], [-0.815, 0.150, -1.720], [0.520, 0.542, -1.699], [-0.384, 0.962, 1.144], [0.340, 1.896, -1.642], [-0.275, -0.804, 1.333], [0.484, -2.537, -1.483], [0.952, -0.955, -0.430], [1.311, 0.357, -0.900], [1.126, -0.235, 0.586], [0.653, 0.276, 2.944], [1.215, 1.440, 0.534]]}


Number 1: molar mass 132.57 g/mol, Kohn-Sham gap 10.09 eV, electronic energy -21244.3077 eV. Number 2: molar mass 120.15 g/mol, Kohn-Sham gap 9.80 eV, electronic energy -11519.2873 eV. Number 3: molar mass 202.26 g/mol, Kohn-Sham gap 8.84 eV, electronic energy -31639.6253 eV.